one | Computed, not measured: a molecular structure, C40H32I2N4O3PTl, with ωB97M-V/def2-TZVPD.

The net charge is -2. As for the HOMO energy: -0.0500 Ha. As for the HOMO-LUMO gap: 4.85 eV. The multiplicity is 1. The LUMO energy comes out at 0.12809 Eh.

The geometry in XYZ format:
```
83
C40H32I2N4O3PTl | the Open Molecules 2025 dataset | ωB97M-V/def2-TZVPD
Tl 0.816 -0.164 0.194
I 4.597 5.928 -3.554
C 4.131 4.037 -2.685
C 4.434 2.874 -3.366
C 4.085 1.684 -2.781
I 4.574 -0.135 -3.741
C 3.392 1.549 -1.544
O 3.065 0.421 -1.102
C 3.157 2.800 -0.874
C 2.472 2.803 0.461
N 1.033 2.596 0.338
C 0.339 3.529 -0.522
C -0.963 2.948 -1.010
C -2.069 3.738 -1.321
C -3.196 3.136 -1.855
C -3.203 1.764 -2.045
C -2.066 1.057 -1.685
N -0.987 1.637 -1.197
C 3.521 4.000 -1.444
H 4.928 2.897 -4.328
H 2.707 3.749 0.980
H 2.849 1.974 1.065
H 0.629 2.606 1.276
H 0.956 3.691 -1.420
H 0.167 4.514 -0.051
H -2.059 4.802 -1.137
H -4.061 3.726 -2.125
H -4.064 1.248 -2.440
H -2.014 -0.021 -1.789
H 3.306 4.925 -0.922
C -6.966 -2.703 -1.301
C -6.577 -2.145 -0.097
C -5.238 -2.078 0.247
C -4.252 -2.590 -0.591
C -4.668 -3.108 -1.819
C -5.998 -3.178 -2.171
P -2.307 -2.614 -0.491
C -2.272 -1.800 1.156
C -2.673 -0.470 1.225
C -2.706 0.204 2.430
C -2.346 -0.452 3.594
C -1.937 -1.773 3.538
C -1.895 -2.443 2.329
C -2.288 -4.388 0.018
C -3.125 -5.424 0.329
C -2.534 -6.654 0.684
C -1.175 -6.855 0.710
C -0.290 -5.802 0.386
C 1.117 -5.804 0.345
C 1.780 -4.654 -0.009
C 1.123 -3.449 -0.327
C -0.253 -3.366 -0.266
C -0.895 -4.575 0.077
H -8.015 -2.761 -1.562
H -7.329 -1.764 0.584
H -4.965 -1.638 1.196
H -3.903 -3.476 -2.498
H -6.291 -3.602 -3.125
H -2.989 0.028 0.320
H -2.997 1.247 2.460
H -2.374 0.069 4.541
H -1.640 -2.282 4.447
H -1.574 -3.473 2.304
H -4.205 -5.332 0.311
H -3.188 -7.483 0.943
H -0.784 -7.832 0.982
H 1.668 -6.713 0.561
H 2.863 -4.680 -0.066
H 1.740 -2.616 -0.651
C -0.290 2.588 5.852
N 0.189 1.539 4.992
C 0.494 0.315 5.496
C 1.040 -0.641 4.730
C 1.276 -0.357 3.318
O 1.848 -1.161 2.576
N 0.862 0.842 2.838
C 0.347 1.793 3.592
O 0.015 2.908 3.186
H -0.803 2.156 6.714
H -0.970 3.226 5.289
H 0.537 3.212 6.207
H 0.270 0.170 6.551
H 1.277 -1.621 5.111
```



two | Computed, not measured: a molecular structure, C40H32I2N4O3PTl, with ωB97M-V/def2-TZVPD.

The net charge is -2. As for the HOMO energy: -0.0465 Ha. As for the HOMO-LUMO gap: 4.84 eV. The multiplicity is 1. The LUMO energy comes out at 0.13123 Eh.

The geometry in XYZ format:
```
83
C40H32I2N4O3PTl | the Open Molecules 2025 dataset | ωB97M-V/def2-TZVPD
Tl -0.266 0.644 0.334
I -6.153 5.466 -3.403
C -4.742 4.009 -2.794
C -4.614 2.833 -3.517
C -3.665 1.928 -3.098
I -3.378 0.145 -4.178
C -2.785 2.101 -1.971
O -1.877 1.273 -1.708
C -3.020 3.321 -1.241
C -2.163 3.643 -0.045
N -2.348 2.707 1.081
C -3.722 2.608 1.548
C -4.023 1.338 2.311
C -4.741 1.372 3.502
C -4.995 0.179 4.164
C -4.549 -1.005 3.609
C -3.867 -0.947 2.398
N -3.615 0.194 1.769
C -3.958 4.241 -1.672
H -5.230 2.635 -4.383
H -2.386 4.673 0.276
H -1.112 3.606 -0.351
H -1.737 2.969 1.844
H -4.362 2.616 0.665
H -4.014 3.467 2.173
H -5.089 2.315 3.905
H -5.528 0.182 5.108
H -4.701 -1.955 4.106
H -3.517 -1.846 1.903
H -4.077 5.167 -1.121
C 1.052 -6.695 -2.748
C 1.636 -5.531 -3.223
C 1.590 -4.360 -2.472
C 0.959 -4.327 -1.229
C 0.375 -5.513 -0.768
C 0.423 -6.683 -1.507
P 0.621 -2.826 -0.145
C 1.510 -1.573 -1.180
C 2.789 -1.095 -0.909
C 3.382 -0.154 -1.744
C 2.702 0.328 -2.853
C 1.414 -0.120 -3.118
C 0.826 -1.061 -2.289
C 1.871 -3.180 1.156
C 3.021 -3.922 1.077
C 3.874 -3.989 2.201
C 3.564 -3.345 3.370
C 2.380 -2.575 3.490
C 2.001 -1.868 4.653
C 0.867 -1.098 4.626
C 0.064 -0.996 3.467
C 0.352 -1.665 2.289
C 1.536 -2.465 2.351
H 1.073 -7.602 -3.342
H 2.139 -5.532 -4.184
H 2.056 -3.461 -2.856
H -0.128 -5.499 0.194
H -0.039 -7.587 -1.125
H 3.321 -1.441 -0.033
H 4.372 0.216 -1.511
H 3.168 1.065 -3.498
H 0.853 0.285 -3.951
H -0.190 -1.388 -2.489
H 3.288 -4.450 0.168
H 4.800 -4.551 2.130
H 4.242 -3.396 4.218
H 2.609 -1.936 5.551
H 0.583 -0.548 5.521
H -0.820 -0.358 3.534
C 3.012 4.744 -2.690
N 2.842 4.020 -1.450
C 3.896 3.431 -0.822
C 3.732 2.669 0.271
C 2.366 2.378 0.713
O 2.147 1.551 1.611
N 1.340 3.035 0.101
C 1.524 3.913 -0.894
O 0.659 4.638 -1.383
H 4.038 5.108 -2.768
H 2.315 5.578 -2.702
H 2.794 4.107 -3.553
H 4.871 3.631 -1.253
H 4.566 2.211 0.781
```



Bottom line: one, by a margin of 0.0064 hartree.



one | Computed, not measured: a single C4H8ClN3 molecule, with ωB97M-V/def2-TZVPD.

The net charge is 0. As for the HOMO energy: -0.3201 Ha. As for the HOMO-LUMO gap: 9.59 eV. Its SMILES is CC(=C/Cl)/N=C\NN. The multiplicity is 1. The LUMO energy comes out at 0.03240 Eh.

The geometry in XYZ format:
```
16
C4H8ClN3 | the Open Molecules 2025 dataset | ωB97M-V/def2-TZVPD
C 0.873 1.334 1.624
C -0.004 0.891 0.446
C -1.265 0.758 0.727
Cl -2.625 0.307 -0.407
N 0.530 0.842 -0.877
C 0.406 -0.095 -1.732
N 0.273 -1.512 -1.612
N -0.098 -2.252 -0.447
H 0.235 1.485 2.476
H 1.472 2.294 1.512
H 1.647 0.602 1.802
H -1.841 1.175 1.625
H 0.635 0.056 -2.739
H -0.162 -1.992 -2.525
H -0.820 -1.601 -0.075
H 0.744 -2.293 0.202
```



two | Computed, not measured: a single C4H8ClN3 molecule, with ωB97M-V/def2-TZVPD.

The net charge is 0. As for the HOMO energy: -0.3041 Ha. As for the HOMO-LUMO gap: 8.99 eV. Its SMILES is [H]/N=C(\N)N/C(C)=C\Cl. The multiplicity is 1. The LUMO energy comes out at 0.02637 Eh.

The geometry in XYZ format:
```
16
C4H8ClN3 | the Open Molecules 2025 dataset | ωB97M-V/def2-TZVPD
H 2.589 -2.131 -0.424
N 1.593 -2.045 -0.617
C 1.127 -1.036 0.015
N 1.832 -0.051 0.702
N -0.261 -0.879 0.056
C -1.013 0.278 -0.102
C -0.333 1.609 -0.366
C -2.357 0.243 -0.083
Cl -3.244 -1.227 0.181
H 1.421 0.242 1.579
H 2.832 -0.243 0.802
H -0.724 -1.735 -0.214
H 0.392 1.498 -1.168
H -1.091 2.362 -0.641
H 0.217 1.988 0.518
H -2.978 1.125 -0.238
```



Bottom line: two, by a margin of 0.0946 hartree.



one | Computed, not measured: a molecular structure, AlH4O2, with ωB97M-V/def2-TZVPD.

The net charge is +3. As for the HOMO energy: -1.0407 Ha. As for the HOMO-LUMO gap: 5.43 eV. The multiplicity is 1. The LUMO energy comes out at -0.84122 Eh.

The geometry in XYZ format:
```
7
AlH4O2 | the Open Molecules 2025 dataset | ωB97M-V/def2-TZVPD
Al 21.843 -0.991 -6.976
O 23.485 -1.023 -4.802
H 23.343 -1.112 -3.806
H 24.222 -0.354 -4.905
O 24.008 -2.551 -7.643
H 23.954 -3.526 -7.903
H 24.535 -2.114 -8.378
```



two | Computed, not measured: a molecular structure, AlH4O2, with ωB97M-V/def2-TZVPD.

The net charge is +3. As for the HOMO energy: -0.9124 Ha. As for the HOMO-LUMO gap: 2.31 eV. The multiplicity is 1. The LUMO energy comes out at -0.82733 Eh.

The geometry in XYZ format:
```
7
AlH4O2 | the Open Molecules 2025 dataset | ωB97M-V/def2-TZVPD
Al 0.159 1.884 1.037
O 2.745 0.934 -2.366
H 3.130 0.064 -2.467
H 2.874 1.353 -3.217
O -2.668 -1.197 2.212
H -3.515 -0.887 2.532
H -2.725 -2.151 2.269
```



Bottom line: one, by a margin of 0.0181 hartree.